Record 1
C4H4P2 | the ωB97M-V functional and the def2-TZVPD basis

Its spin multiplicity is 1. The LUMO energy (alpha / beta) comes out at -0.489 / -0.554 eV. The calculation puts the energy above the lowest of the compared OMol25 structures with the same formula, charge and spin at 316.2 kJ/mol. The HOMO energy (alpha / beta) comes out at -7.7 / -7.5 eV.

Bonds (Å) are listed after each position.
Geometry (Å):
1 P -0.522 -0.662 1.775  C5 1.796, C6 1.803
2 P -0.865 1.634 -0.778  C3 1.977, C4 1.575
3 C 0.367 0.109 -0.528  P2 1.977, C5 1.460, C6 1.509, H7 1.101
4 C -2.172 1.451 0.081  P2 1.575, H9 1.147
5 C -0.218 -1.094 0.058  P1 1.796, C3 1.460, C6 1.598, H10 1.196
6 C 0.953 -0.300 0.802  P1 1.803, C3 1.509, C5 1.598, H8 0.984
7 H 1.003 0.073 -1.426  C3 1.101
8 H 1.885 -0.508 1.038  C6 0.984
9 H -3.295 1.598 0.262  C4 1.147
10 H -0.155 -2.141 -0.516  C5 1.196

Per-atom natural (NBO) charges, elementary charge units: 0.5863 0.6453 -0.4768 -0.7791 -0.4783 -0.4541 0.2369 0.2230 0.2411 0.2556



Record 2
C17H32BrN2O25P2S6 | the ωB97M-V functional and the def2-TZVPD basis

Its spin multiplicity is 1. The total charge is +1. The LUMO energy comes out at -3.658 eV. The HOMO energy comes out at -12.4 eV.

Bonds (Å) are listed after each position.
Geometry (Å):
1 Br -3.842 -2.918 3.547  P8 2.281
2 S -5.539 1.541 -0.644  O14 1.427, O17 1.612, O24 1.620, O30 1.424
3 S 0.800 10.760 2.372  O13 1.423, O16 1.617, O20 1.420, O27 1.618
4 S -0.728 5.273 -1.243  O10 1.616, O23 1.424, O28 1.424, O34 1.617
5 S 1.298 -0.784 2.243  C42 1.806, H80 1.390
6 S 4.167 -4.448 2.419  O19 1.614, O21 1.422, O22 1.611, O31 1.427
7 S 6.560 -10.657 0.540  O18 1.422, O25 1.617, O26 1.618, O32 1.421
8 P -2.060 -1.523 3.270  Br1 2.281, O33 1.684, N36 1.804
9 P 1.811 -2.026 -1.010  O12 1.684, O15 1.695, C48 1.890
10 O -0.342 4.308 -2.481  S4 1.616, C38 1.430
11 O -4.628 0.289 -3.235  C52 1.396, H66 0.974
12 O 1.529 -2.361 -2.637  P9 1.684, H71 0.982
13 O 0.965 10.026 3.580  S3 1.423
14 O -4.418 1.188 -1.453  S2 1.427
15 O 2.297 -0.402 -0.981  P9 1.695, H54 0.984
16 O 1.181 9.794 1.133  S3 1.617, C41 1.428
17 O -6.052 3.002 -1.092  S2 1.612, C46 1.433
18 O 7.699 -10.757 -0.306  S7 1.422
19 O 4.967 -3.426 1.460  S6 1.614, C44 1.431
20 O 1.403 12.027 2.155  S3 1.420
21 O 4.298 -5.760 1.887  S6 1.422
22 O 5.116 -4.315 3.714  S6 1.611, C43 1.432
23 O -0.127 6.546 -1.461  S4 1.424
24 O -5.009 1.945 0.833  S2 1.620, C47 1.433
25 O 6.715 -9.329 1.451  S7 1.617, C37 1.429
26 O 5.310 -10.153 -0.356  S7 1.618, C49 1.429
27 O -0.784 10.879 2.068  S3 1.618, C39 1.428
28 O -0.564 4.540 -0.033  S4 1.424
29 O -3.156 -0.446 -4.764  C52 1.199
30 O -6.673 0.695 -0.491  S2 1.424
31 O 2.899 -3.872 2.734  S6 1.427
32 O 6.125 -11.723 1.372  S7 1.421
33 O -2.618 0.062 3.167  P8 1.684, H58 0.982
34 O -2.311 5.390 -1.551  S4 1.617, C50 1.430
35 N -1.093 -2.672 -0.480  C40 1.487, C48 1.433, C53 1.379
36 N -1.334 -1.895 1.660  P8 1.804, C42 1.421, C53 1.389
37 C 5.976 -8.263 0.853  O25 1.429, C49 1.517, H57 1.094, H61 1.086
38 C -1.537 3.745 -3.027  O10 1.430, C50 1.515, H81 1.094, H82 1.089
39 C -1.074 10.304 0.794  O27 1.428, C41 1.517, H67 1.093, H75 1.089
40 C -1.373 -3.320 -1.789  N35 1.487, C51 1.568, H78 1.130, H79 1.133
41 C -0.016 9.235 0.589  O16 1.428, C39 1.517, H55 1.094, H69 1.088
42 C 0.005 -1.604 1.284  S5 1.806, N36 1.421, C48 1.469
43 C 6.295 -3.576 3.375  O22 1.432, C44 1.516, H59 1.089, H85 1.093
44 C 5.872 -2.650 2.252  O19 1.431, C43 1.516, H65 1.088, H84 1.093
45 C -3.337 -1.835 -2.740  C51 1.587, C52 1.583, H56 1.132, H77 1.124
46 C -6.135 3.848 0.063  O17 1.433, C47 1.517, H60 1.093, H76 1.088
47 C -5.023 3.370 0.977  O24 1.433, C46 1.517, H72 1.093, H74 1.089
48 C 0.167 -2.121 -0.081  P9 1.890, N35 1.433, C42 1.469
49 C 4.794 -8.935 0.181  O26 1.429, C37 1.517, H64 1.089, H68 1.093
50 C -2.595 4.811 -2.828  O34 1.430, C38 1.515, H70 1.090, H83 1.093
51 C -1.835 -2.319 -2.904  C40 1.568, C45 1.587, H62 1.133, H73 1.123
52 C -3.664 -0.612 -3.691  O11 1.396, O29 1.199, C45 1.583
53 C -1.957 -2.511 0.583  N35 1.379, N36 1.389, H63 1.122
54 H 1.489 0.100 -1.231  O15 0.984
55 H -0.254 8.330 1.156  C41 1.094
56 H -3.984 -2.706 -3.062  C45 1.132
57 H 6.622 -7.774 0.118  C37 1.094
58 H -3.242 0.120 2.411  O33 0.982
59 H 6.666 -3.031 4.242  C43 1.089
60 H -7.116 3.699 0.520  C46 1.093
61 H 5.670 -7.539 1.603  C37 1.086
62 H -1.794 -2.860 -3.898  C51 1.133
63 H -3.032 -2.828 0.611  C53 1.122
64 H 4.365 -8.321 -0.610  C49 1.089
65 H 6.714 -2.310 1.653  C44 1.088
66 H -5.235 -0.236 -2.684  O11 0.974
67 H -0.993 11.090 0.038  C39 1.093
68 H 4.016 -9.184 0.908  C49 1.093
69 H 0.120 8.979 -0.459  C41 1.088
70 H -3.603 4.397 -2.843  C50 1.090
71 H 1.003 -1.634 -3.038  O12 0.982
72 H -4.052 3.755 0.655  C47 1.093
73 H -1.161 -1.427 -3.009  C51 1.123
74 H -5.195 3.648 2.016  C47 1.089
75 H -2.083 9.893 0.781  C39 1.089
76 H -6.022 4.894 -0.218  C46 1.088
77 H -3.541 -1.521 -1.679  C45 1.124
78 H -0.425 -3.863 -2.080  C40 1.130
79 H -2.137 -4.130 -1.581  C40 1.133
80 H 2.085 -1.757 2.846  S5 1.390
81 H -1.775 2.840 -2.460  C38 1.094
82 H -1.398 3.488 -4.076  C38 1.089
83 H -2.514 5.595 -3.584  C50 1.093
84 H 5.327 -1.784 2.637  C44 1.093
85 H 7.056 -4.285 3.040  C43 1.093

Per-atom Mulliken charges, elementary charge units: -0.1641 1.1147 1.1022 1.1161 -0.1360 0.9850 1.1015 0.2810 0.3011 -0.3344 -0.4581 -0.5011 -0.5367 -0.3675 -0.3957 -0.3128 -0.3375 -0.5345 -0.2857 -0.5187 -0.4408 -0.3131 -0.5093 -0.2648 -0.3260 -0.3314 -0.3200 -0.5379 -0.5396 -0.6533 -0.5217 -0.5193 -0.3725 -0.3054 0.3169 0.3673 -0.0916 -0.1756 -0.3038 -1.0074 -0.2114 -0.4075 -0.3505 -0.2928 -0.1653 -0.4741 -0.1898 0.4185 -0.3165 -0.3132 -0.3999 0.3628 -0.2343 0.3272 0.2293 0.3184 0.2812 0.3286 0.3161 0.3252 0.1362 0.2931 0.3828 0.2962 0.3195 0.3770 0.3149 0.3342 0.2742 0.2769 0.3192 0.1831 0.2873 0.3175 0.2834 0.3562 0.0968 0.3923 0.4129 0.1927 0.1643 0.3324 0.2909 0.2471 0.2974



Record 3
C3H4N2O | the ωB97M-V functional and the def2-TZVPD basis

Its spin multiplicity is 1. As for the SMILES: [H]/N=C/OCC#N. The LUMO energy comes out at 0.755 eV. The calculation puts the energy above the lowest of the compared OMol25 structures with the same formula, charge and spin at 140.6 kJ/mol. The HOMO energy comes out at -11.0 eV.

Bonds (Å) are listed after each position.
Geometry (Å):
1 O 0.725 0.227 -0.379  C5 1.347, C6 1.422
2 N 1.879 0.018 2.788  C4 1.153
3 N -1.427 0.137 -1.155  C5 1.262, H10 1.016
4 C 1.188 -0.179 1.887  N2 1.153, C6 1.469
5 C -0.221 0.474 -1.306  O1 1.347, N3 1.262, H9 1.093
6 C 0.258 -0.449 0.782  O1 1.422, C4 1.469, H7 1.093, H8 1.093
7 H 0.208 -1.525 0.593  C6 1.093
8 H -0.746 -0.110 1.048  C6 1.093
9 H 0.231 0.991 -2.156  C5 1.093
10 H -1.987 0.433 -1.949  N3 1.016

Per-atom natural (NBO) charges, elementary charge units: -0.4799 -0.2901 -0.7213 0.2565 0.4096 -0.1869 0.2295 0.2538 0.1669 0.3621